1.
C30H27N7O4PbS3 | wB97M-V/def2-TZVPD

The geometry in XYZ format:
```
72
C30H27N7O4PbS3 | the Open Molecules 2025 dataset | wB97M-V/def2-TZVPD
Pb 0.123 -1.323 0.809
O -2.049 -0.262 1.279
C -2.372 0.986 1.257
C -3.684 1.408 0.905
C -4.013 2.741 0.810
C -3.076 3.747 1.067
C -1.799 3.370 1.445
C -1.447 2.030 1.566
C -0.121 1.610 2.010
N 0.972 2.225 1.791
C 2.158 1.497 2.208
C 2.985 1.104 0.982
N 2.177 0.456 -0.040
C 2.437 0.776 -1.244
C 1.798 0.328 -2.472
C 2.424 0.722 -3.664
C 1.917 0.428 -4.912
C 0.719 -0.304 -4.974
C 0.074 -0.704 -3.836
C 0.553 -0.384 -2.523
O -0.152 -0.684 -1.510
H -4.410 0.633 0.686
H -5.025 3.015 0.521
H -3.345 4.793 0.980
H -1.039 4.112 1.663
H -0.112 0.659 2.558
H 1.905 0.595 2.781
H 2.783 2.133 2.844
H 3.758 0.403 1.318
H 3.486 1.991 0.569
H 3.251 1.498 -1.426
H 3.341 1.300 -3.581
H 2.416 0.772 -5.810
H 0.289 -0.555 -5.939
H -0.852 -1.265 -3.880
N 1.863 -2.596 -6.877
C 1.733 -3.338 -5.687
C 2.608 -3.107 -4.626
C 2.503 -3.846 -3.465
C 1.525 -4.823 -3.339
C 0.649 -5.055 -4.386
C 0.759 -4.322 -5.559
S 1.353 -5.695 -1.800
O 2.699 -5.967 -1.344
O 0.498 -6.837 -2.080
N 0.709 -4.634 -0.831
C -0.611 -4.453 -0.719
S -1.892 -5.421 -1.443
C -3.072 -4.350 -0.761
C -2.464 -3.388 -0.038
N -1.094 -3.451 -0.007
H 2.198 -1.660 -6.684
H 0.987 -2.533 -7.377
H 3.349 -2.322 -4.706
H 3.174 -3.658 -2.636
H -0.114 -5.814 -4.276
H 0.069 -4.502 -6.377
H -4.128 -4.493 -0.917
H -2.951 -2.578 0.488
C 2.994 -6.279 4.482
C 2.656 -5.154 3.542
C 3.100 -5.150 2.227
C 2.709 -4.065 1.458
N 1.968 -3.084 1.944
C 1.555 -3.167 3.231
S 0.527 -1.910 3.825
N 1.898 -4.186 4.044
H 3.671 -6.998 4.022
H 2.079 -6.794 4.779
H 3.449 -5.880 5.390
H 3.683 -5.955 1.803
H 2.985 -3.999 0.414
```

Highest occupied orbital energy (Ha): -0.081
Total energy (eV): -87925.8796
Total charge: -2

***

2.
C28H38As2N5RuSi | wB97M-V/def2-TZVPD

The geometry in XYZ format:
```
75
C28H38As2N5RuSi | the Open Molecules 2025 dataset | wB97M-V/def2-TZVPD
Ru 0.214 0.123 -0.523
N 0.238 0.169 3.887
C -0.174 0.022 2.636
N 0.614 -0.005 1.596
C 2.001 0.156 1.801
N 2.823 0.308 0.810
N 2.191 0.317 -0.401
C 2.843 0.500 -1.476
C 2.054 0.540 -2.703
C 2.626 0.737 -3.946
C 1.816 0.781 -5.070
C 0.450 0.640 -4.914
C -0.059 0.450 -3.639
N 0.714 0.388 -2.555
C 2.512 0.196 3.160
C 3.880 0.242 3.451
C 4.301 0.302 4.760
C 3.368 0.325 5.801
C 2.016 0.284 5.534
C 1.595 0.215 4.212
H -0.443 0.203 4.632
H -1.241 -0.083 2.486
H 3.921 0.627 -1.455
H 3.700 0.845 -4.019
H 2.242 0.923 -6.054
H -0.218 0.665 -5.764
H -1.121 0.351 -3.475
H 4.586 0.232 2.632
H 5.358 0.337 4.983
H 3.706 0.374 6.827
H 1.291 0.301 6.339
C -3.262 -0.592 -2.173
As -2.246 0.003 -0.620
C -3.215 -0.924 0.800
C -2.906 1.821 -0.493
C -4.280 2.062 -0.525
C -4.768 3.358 -0.534
C -3.883 4.430 -0.530
C -2.518 4.195 -0.484
C -2.023 2.891 -0.456
As -0.107 2.620 -0.246
C 0.663 3.798 -1.573
C 0.181 3.582 1.410
H -4.297 -0.761 -1.885
H -2.847 -1.524 -2.555
H -3.236 0.167 -2.953
H -3.613 -0.208 1.518
H -2.548 -1.620 1.308
H -4.043 -1.492 0.381
H -4.974 1.230 -0.533
H -5.835 3.535 -0.549
H -4.255 5.445 -0.553
H -1.834 5.036 -0.473
H 0.502 4.838 -1.296
H 0.212 3.597 -2.543
H 1.735 3.614 -1.637
H -0.130 4.616 1.274
H 1.236 3.554 1.678
H -0.404 3.129 2.208
C -1.522 -4.773 -0.441
Si 0.309 -4.391 -0.489
C 1.114 -4.824 1.139
C 1.149 -5.331 -1.865
C 0.493 -2.548 -0.748
H -1.688 -5.847 -0.546
H -2.054 -4.275 -1.257
H -1.969 -4.455 0.503
H 1.102 -5.905 1.288
H 0.589 -4.361 1.979
H 2.156 -4.495 1.158
H 1.051 -6.401 -1.671
H 2.212 -5.091 -1.923
H 0.697 -5.119 -2.835
H -0.063 -2.037 -1.541
H 1.314 -2.011 -0.269
```

Spin multiplicity: 2
Highest occupied orbital energy (spin up / spin down) (Ha): -0.501 / -0.503
Total energy (eV): -169227.6663
Total charge: +2

***

3.
CH4IOP | wB97M-V/def2-TZVPD

The geometry in XYZ format:
```
8
CH4IOP | the Open Molecules 2025 dataset | wB97M-V/def2-TZVPD
C -1.287 1.098 0.051
O 0.832 0.091 -1.063
P 1.127 -0.962 -0.100
I -1.172 -0.476 1.352
H -2.150 1.049 -0.592
H -1.125 2.049 0.532
H 1.456 -2.149 -0.768
H 2.319 -0.700 0.589
```

Highest occupied orbital energy (spin up / spin down) (Ha): -0.318 / -0.280
Total energy (eV): -20534.8711
Total charge: 0

***

4.
C20H26N4O5S2 | wB97M-V/def2-TZVPD

The geometry in XYZ format:
```
57
C20H26N4O5S2 | the Open Molecules 2025 dataset | wB97M-V/def2-TZVPD
C 6.954 0.540 1.227
C 6.393 1.147 -0.050
H 7.192 1.479 -0.715
H 5.731 1.986 0.189
O 5.658 0.180 -0.808
C 4.392 -0.038 -0.459
O 3.823 0.534 0.434
C 3.746 -1.061 -1.381
C 2.966 -0.286 -2.457
H 3.563 0.555 -2.816
H 2.773 -0.940 -3.309
C 1.649 0.243 -1.900
N 0.813 -0.849 -1.430
C -0.423 -0.697 -0.914
O -1.054 -1.656 -0.487
C -0.992 0.712 -0.804
H -0.522 1.406 -1.503
C -2.501 0.677 -1.074
C -3.178 1.977 -0.635
N -2.863 2.324 0.726
S -3.935 1.837 1.900
O -5.137 2.591 1.677
O -3.281 1.970 3.166
C -4.400 0.119 1.593
C -5.669 -0.116 1.137
C -6.124 -1.413 0.834
C -5.304 -2.501 0.964
C -3.995 -2.294 1.422
N -3.036 -3.210 1.586
S -1.712 -2.478 2.089
N -2.269 -0.981 2.186
C -3.536 -0.969 1.767
H -5.628 -3.499 0.717
H -7.137 -1.538 0.483
H -6.322 0.734 1.015
C -1.455 2.425 1.009
C -0.698 1.153 0.641
H -1.019 0.364 1.322
H 0.374 1.311 0.776
H -1.065 3.285 0.451
H -1.365 2.621 2.078
H -2.851 2.802 -1.281
H -4.264 1.895 -0.703
H -2.930 -0.168 -0.536
H -2.679 0.516 -2.139
C 1.462 -2.142 -1.310
C 2.796 -1.976 -0.591
H 2.603 -1.523 0.384
H 3.251 -2.953 -0.430
H 1.602 -2.591 -2.298
H 0.790 -2.782 -0.735
H 1.128 0.792 -2.691
H 1.865 0.933 -1.076
H 4.546 -1.626 -1.863
H 6.141 0.228 1.879
H 7.556 1.279 1.747
H 7.573 -0.323 0.994
```

Highest occupied orbital energy (Ha): -0.330
Total energy (eV): -59030.8041
Total charge: 0

***

5.
H12O6 | wB97M-V/def2-TZVPD

The geometry in XYZ format:
```
18
H12O6 | the Open Molecules 2025 dataset | wB97M-V/def2-TZVPD
O -1.858 -1.198 -2.019
H -2.049 -0.576 -2.721
H -2.716 -1.517 -1.741
O 1.846 -2.607 -2.978
H 1.779 -3.227 -3.704
H 1.003 -2.155 -2.970
O 2.497 3.284 -0.247
H 1.916 2.536 -0.115
H 3.349 2.895 -0.443
O -1.465 4.179 2.171
H -1.121 3.317 1.935
H -2.228 4.296 1.605
O -0.218 0.250 0.965
H -0.249 -0.540 1.504
H -0.564 -0.025 0.115
O -0.292 -2.806 2.724
H -0.069 -2.889 3.652
H 0.440 -3.216 2.264
```

SMILES string: O.O.O.O.O.O
Highest occupied orbital energy (Ha): -0.410
Total energy (eV): -12479.5998
Total charge: 0

***

6.
C12H11N5 | wB97M-V/def2-TZVPD

The geometry in XYZ format:
```
28
C12H11N5 | the Open Molecules 2025 dataset | wB97M-V/def2-TZVPD
C 3.200 -2.002 0.340
C 3.370 -1.475 -0.930
C 2.295 -0.923 -1.600
C 1.035 -0.893 -1.012
C 0.870 -1.429 0.257
C 1.948 -1.978 0.930
H 1.809 -2.390 1.919
H -0.106 -1.423 0.721
C -0.114 -0.261 -1.774
N -1.412 -0.495 -1.200
C -2.015 0.305 -0.281
N -3.331 0.152 -0.139
C -3.981 0.906 0.739
N -3.496 1.833 1.531
C -2.175 1.989 1.436
N -1.383 2.834 2.158
C -0.174 2.608 1.748
N -0.084 1.667 0.770
C -1.371 1.237 0.540
H 0.760 1.290 0.370
H 0.692 3.113 2.132
H -5.047 0.731 0.797
H -2.047 -1.116 -1.675
H -0.112 -0.658 -2.794
H 0.062 0.822 -1.852
H 2.427 -0.513 -2.591
H 4.341 -1.498 -1.400
H 4.039 -2.434 0.864
```

SMILES string: c1ccc(CNc2ncnc3nc[nH]c23)cc1
Highest occupied orbital energy (Ha): -0.313
Total energy (eV): -20073.7846
Total charge: 0

***

7.
C3H9NOS2 | wB97M-V/def2-TZVPD

The geometry in XYZ format:
```
16
C3H9NOS2 | the Open Molecules 2025 dataset | wB97M-V/def2-TZVPD
N -0.162 -0.106 -1.315
C -0.459 -0.383 0.070
C -1.814 0.438 0.357
O -2.759 0.361 -0.715
C 0.817 -0.331 0.985
S 2.153 -1.470 0.519
S 3.301 0.361 -0.860
H 0.218 0.869 -1.335
H 0.464 -0.852 -1.477
H -0.761 -1.429 0.196
H -1.394 1.361 0.460
H -2.184 0.160 1.312
H -2.235 0.071 -1.659
H 1.145 0.667 1.251
H 0.501 -0.733 1.919
H 3.169 1.015 0.292
```

SMILES string: N[C@H](CO)CSS
Highest occupied orbital energy (Ha): -0.345
Total energy (eV): -28462.3657
Total charge: 0

***

8.
C3H6O | wB97M-V/def2-TZVPD

The geometry in XYZ format:
```
10
C3H6O | the Open Molecules 2025 dataset | wB97M-V/def2-TZVPD
C 1.251 0.809 0.834
O 0.460 1.030 -0.361
H -0.705 0.647 -0.258
H 2.304 0.733 0.569
H 0.915 -0.112 1.317
H 1.103 1.662 1.491
C -1.286 -0.664 -0.772
C -1.919 -1.694 -0.891
H 0.403 0.148 -0.919
H -2.526 -2.559 -1.010
```

Highest occupied orbital energy (Ha): -0.349
Total energy (eV): -5250.8364
Total charge: 0

***

9.
Cd3N5O15 | wB97M-V/def2-TZVPD

The geometry in XYZ format:
```
23
Cd3N5O15 | the Open Molecules 2025 dataset | wB97M-V/def2-TZVPD
Cd 0.516 2.190 0.573
Cd -2.702 -1.536 -1.477
Cd 2.526 -3.495 -0.334
N 1.722 2.484 3.739
O 1.254 3.429 4.316
O 2.670 1.936 4.310
O 1.309 2.253 2.537
N -2.515 -4.759 -0.582
O -3.155 -5.423 -1.350
O -2.422 -3.563 -0.827
O -2.067 -5.183 0.518
N 3.584 2.213 -0.555
O 2.471 2.145 -0.142
O 3.764 1.544 -1.517
O 4.224 3.140 -0.150
N 0.387 -0.960 0.073
O -0.655 -1.215 -0.564
O 0.575 0.167 0.525
O 0.986 -1.923 0.410
N -3.089 1.633 -2.339
O -4.090 2.080 -1.924
O -2.414 0.888 -1.686
O -2.881 1.956 -3.557
```

Highest occupied orbital energy (Ha): -0.447
Total energy (eV): -51817.8073
Total charge: +1

***

10.
C38H64F2N2O29S2 | wB97M-V/def2-TZVPD

The geometry in XYZ format:
```
137
C38H64F2N2O29S2 | the Open Molecules 2025 dataset | wB97M-V/def2-TZVPD
C 3.289 1.357 0.618
C 2.063 0.773 -0.054
C 0.752 1.589 0.388
N -0.544 1.064 -0.343
C -0.782 -0.453 -0.226
C -2.157 -0.902 -0.761
C -3.280 -0.113 -0.160
C -3.119 1.308 -0.376
C -1.759 1.899 0.144
C -0.397 1.388 -1.820
H 3.395 1.272 1.699
H 3.316 2.418 0.370
H 4.177 1.089 0.044
H 1.888 -0.277 0.178
H 2.169 0.716 -1.137
H 0.838 2.628 0.072
H 0.538 1.425 1.445
H -0.944 -0.543 0.848
H 0.004 -1.167 -0.473
H -2.366 -1.955 -0.573
H -2.133 -0.779 -1.844
H -3.343 -0.345 0.903
H -4.197 -0.445 -0.648
H -3.937 1.777 0.171
H -3.342 1.667 -1.381
H -1.702 1.743 1.221
H -1.575 2.921 -0.186
H 0.331 0.655 -2.168
H -0.003 2.322 -2.221
H -1.345 1.108 -2.280
N 0.969 5.346 -4.090
S 2.312 5.679 -3.223
O 2.976 4.501 -2.694
O 2.366 6.948 -2.510
F 3.079 6.053 -4.532
S 0.016 5.628 -2.647
O -0.634 6.921 -2.374
O 0.325 4.768 -1.439
F -1.257 4.815 -3.201
O 0.859 -4.298 3.226
C 0.132 -3.394 3.488
O 0.403 -2.092 3.492
C 1.800 -1.600 3.123
C 2.656 -1.641 4.402
C -1.232 -3.639 3.989
H 1.697 -0.632 2.634
H 2.280 -2.226 2.370
H 2.832 -2.623 4.842
H 2.511 -0.779 5.053
H 3.633 -1.347 4.018
H -1.817 -2.820 3.572
H -1.484 -3.717 5.047
H -1.629 -4.529 3.500
O -4.045 -5.365 -0.829
C -3.112 -5.325 -0.071
O -3.060 -4.465 0.981
C -4.220 -3.790 1.428
C -4.810 -4.542 2.618
C -1.907 -6.179 -0.335
H -4.992 -3.658 0.670
H -4.027 -2.730 1.596
H -5.860 -4.251 2.631
H -4.342 -4.241 3.556
H -4.720 -5.628 2.592
H -1.921 -7.037 0.337
H -1.025 -5.546 -0.240
H -1.912 -6.449 -1.391
C 0.429 -2.410 -5.185
C -0.716 -2.026 -4.381
O -0.063 -2.041 -3.141
C 1.250 -1.716 -3.274
O 2.059 -1.524 -2.370
O 1.535 -1.741 -4.585
H 0.338 -2.165 -6.243
H 0.619 -3.470 -5.351
H -1.481 -2.764 -4.624
H -1.060 -1.016 -4.601
C -0.007 6.615 1.572
C 1.266 7.198 1.023
O 2.025 6.001 0.745
C 1.616 5.000 1.589
O 2.279 4.021 1.846
O 0.463 5.375 2.168
H -0.825 6.487 0.863
H -0.282 7.266 2.402
H 1.669 7.973 1.675
H 1.090 7.463 -0.020
C 5.032 -1.826 -4.311
C 4.924 -1.085 -3.064
O 6.151 -0.522 -2.843
C 6.996 -0.940 -3.745
O 8.149 -0.759 -3.725
O 6.385 -1.714 -4.583
H 4.517 -1.549 -5.231
H 4.804 -2.862 -4.059
H 4.842 -1.813 -2.258
H 4.049 -0.437 -3.121
C -6.335 -1.263 3.644
C -5.748 -0.409 2.460
O -4.385 -0.128 3.015
C -4.124 -0.989 4.011
O -3.009 -1.121 4.661
O -5.203 -1.588 4.405
H -6.836 -2.026 3.048
H -7.002 -0.759 4.343
H -6.396 0.434 2.223
H -5.691 -1.051 1.580
C 7.818 2.965 -1.728
C 7.265 1.881 -0.825
O 6.678 2.662 0.208
C 7.349 3.742 0.360
O 7.329 4.447 1.391
O 8.051 3.974 -0.735
H 6.982 3.372 -2.296
H 8.763 2.804 -2.247
H 7.965 1.189 -0.355
H 6.520 1.247 -1.305
C -5.563 -5.007 -3.840
C -4.160 -5.030 -4.477
O -3.815 -3.649 -4.465
C -4.491 -3.037 -3.499
O -4.195 -1.946 -3.025
O -5.488 -3.857 -3.072
H -5.770 -5.912 -3.270
H -6.361 -4.948 -4.580
H -4.143 -5.310 -5.530
H -3.355 -5.498 -3.910
C -0.595 2.737 4.230
C -0.488 2.677 5.779
O 0.818 2.039 6.023
C 1.496 2.175 4.832
O 2.550 1.688 4.520
O 0.871 2.860 3.991
H -1.138 3.677 4.128
H -1.140 1.966 3.686
H -1.243 2.033 6.229
H -0.509 3.690 6.180
```

Highest occupied orbital energy (Ha): -0.332
Total energy (eV): -129900.1772
Total charge: 0

***

total energy of number 5 (H12O6)? -12479.5998 eV

***

Please write out number 7 again, unchanged.
C3H9NOS2 | wB97M-V/def2-TZVPD

The geometry in XYZ format:
```
16
C3H9NOS2 | the Open Molecules 2025 dataset | wB97M-V/def2-TZVPD
N -0.162 -0.106 -1.315
C -0.459 -0.383 0.070
C -1.814 0.438 0.357
O -2.759 0.361 -0.715
C 0.817 -0.331 0.985
S 2.153 -1.470 0.519
S 3.301 0.361 -0.860
H 0.218 0.869 -1.335
H 0.464 -0.852 -1.477
H -0.761 -1.429 0.196
H -1.394 1.361 0.460
H -2.184 0.160 1.312
H -2.235 0.071 -1.659
H 1.145 0.667 1.251
H 0.501 -0.733 1.919
H 3.169 1.015 0.292
```

SMILES string: N[C@H](CO)CSS
Highest occupied orbital energy (Ha): -0.345
Total energy (eV): -28462.3657
Total charge: 0

***

What is the formula in the eighth record? C3H6O

***

Which of these has the highest total energy? C3H6O